A 2-piece molecular cluster, C7H6 overall in a non-equilibrium geometry, computed with the ωB97M-V functional and the def2-TZVPD basis.

Each atom is followed by the atoms it is bonded to, with distances in Å.
Element x y z (Å)
1 C 1.626 -1.827 0.913  C3 1.187, H8 1.130
2 C -2.730 -0.203 0.424  C4 1.277, H9 1.022, H11 1.144
3 C 0.691 -1.384 0.332  C1 1.187, C7 1.383
4 C -1.585 -0.546 -0.028  C2 1.277, C7 1.330
5 C 2.154 1.643 -0.458  C6 1.169, H10 1.087
6 C 1.171 2.170 -0.806  C5 1.169, H12 1.089
7 C -0.344 -0.839 -0.406  C3 1.383, C4 1.330, H13 1.106
8 H 2.394 -2.409 1.502  C1 1.130
9 H -3.526 -0.842 0.476  C2 1.022
10 H 3.034 1.575 0.176  C5 1.087
11 H -3.036 0.886 0.590  C2 1.144
12 H 0.313 2.698 -1.222  C6 1.089
13 H -0.161 -0.922 -1.493  C7 1.106

Calculated values
SMILES string: C#CC=C=C.C#C



A 2-piece molecular cluster, C9H14O overall in a non-equilibrium geometry, computed with the ωB97M-V functional and the def2-TZVPD basis.

Each atom is followed by the atoms it is bonded to, with distances in Å.
Element x y z (Å)
1 C 1.202 -1.674 2.349  C7 1.497, H14 1.095, H15 1.089, H16 1.101
2 C -1.763 0.280 -0.044  C3 1.388, C4 1.401, O8 1.359
3 C -1.281 -0.976 -0.387  C2 1.388, C5 1.381, H9 1.085
4 C -1.344 0.921 1.129  C2 1.401, C6 1.392, H11 1.079
5 C -0.389 -1.655 0.418  C3 1.381, C7 1.400, H12 1.083
6 C -0.358 0.269 1.865  C4 1.392, C7 1.403, H13 1.087
7 C 0.130 -1.006 1.546  C1 1.497, C5 1.400, C6 1.403
8 O -2.701 0.886 -0.819  C2 1.359, H10 0.938
9 H -1.716 -1.490 -1.238  C3 1.085
10 H -2.766 0.424 -1.633  O8 0.938
11 H -1.921 1.721 1.567  C4 1.079
12 H 0.007 -2.658 0.309  C5 1.083
13 H 0.195 0.721 2.684  C6 1.087
14 H 2.081 -1.080 2.619  C1 1.095
15 H 1.559 -2.600 1.900  C1 1.089
16 H 0.870 -1.982 3.353  C1 1.101
17 C 0.593 1.674 -2.468  C18 1.540, H19 1.090, H20 1.087, H21 1.087
18 C 1.437 0.816 -1.508  C17 1.540, H22 1.092, H23 1.090, H24 1.094
19 H -0.259 2.028 -1.888  C17 1.090
20 H 1.235 2.435 -2.905  C17 1.087
21 H 0.181 1.129 -3.313  C17 1.087
22 H 2.492 1.094 -1.485  C18 1.092
23 H 1.312 -0.263 -1.600  C18 1.090
24 H 1.205 0.986 -0.452  C18 1.094

Calculated values
SMILES string: Cc1ccc(O)cc1.CC



In the order shown, the computed orbital gap values come out to 9.946, 9.287 eV.
In the order shown, the computed E_LUMO values come out to 0.98, 0.90 eV.